[1]
The following is a DFT calculation (ωB97M-V/def2-TZVPD) of C5H4O in the gas phase.

```
10
C5H4O, DFT ωB97M-V/def2-TZVPD
O -0.190 -1.817 0.204
C 0.016 -0.518 -0.315
C -1.129 0.384 -0.093
C -2.104 1.088 -0.080
C 1.306 0.072 0.101
C 2.402 0.529 0.298
H -0.783 -1.753 0.961
H 0.075 -0.636 -1.404
H -2.968 1.713 -0.127
H 3.376 0.937 0.455
```

Values from the calculation:
Multiplicity: 1
LUMO level in eV: 0.8
Energy above the lowest of the compared OMol25 structures with the same formula, charge and spin in kJ/mol: 276.86
Structure (SMILES): C#CC(O)C#C
HOMO level in eV: -10.32

[2]
The following is a DFT calculation (ωB97M-V/def2-TZVPD) of C5H4O in the gas phase.

```
10
C5H4O, DFT ωB97M-V/def2-TZVPD
C 0.618 0.845 -0.170
C 0.346 2.066 0.179
C -0.287 -0.330 0.000
C -1.619 -0.184 0.017
C 0.262 -1.595 0.131
O -2.775 -0.092 -0.077
H 1.568 0.516 -0.616
H 0.919 2.965 0.173
H -0.352 -2.457 0.317
H 1.322 -1.734 0.046
```

Values from the calculation:
Multiplicity: 3
LUMO level (spin up / spin down) in eV: 1.0 / -0.8
Energy above the lowest of the compared OMol25 structures with the same formula, charge and spin in kJ/mol: 1.55
HOMO level (spin up / spin down) in eV: -6.85 / -9.31

[3]
The following is a DFT calculation (ωB97M-V/def2-TZVPD) of C5H4O2 in the gas phase.

```
11
C5H4O2, DFT ωB97M-V/def2-TZVPD
O -0.853 2.018 0.455
C -0.600 0.867 0.207
O 0.147 1.033 -2.129
C 0.167 0.423 -1.099
C 0.951 -0.741 -0.567
C 0.076 -1.263 0.571
C -0.826 -0.363 0.988
H 1.686 0.180 -0.488
H 1.531 -1.509 -1.069
H 0.132 -2.289 0.946
H -1.629 -0.490 1.708
```

Values from the calculation:
Multiplicity: 1
LUMO level in eV: -0.5
Energy above the lowest of the compared OMol25 structures with the same formula, charge and spin in kJ/mol: 172.39
Structure (SMILES): O=C1C=CCC1=O
HOMO level in eV: -9.38

[4]
The following is a DFT calculation (ωB97M-V/def2-TZVPD) of a molecular structure, C5H4O2.

```
11
C5H4O2, DFT ωB97M-V/def2-TZVPD
O 1.322 -0.955 -1.663
C 0.851 -0.228 -0.839
O -0.410 -1.473 1.488
C -1.047 -1.136 0.520
C -0.631 0.029 -0.362
C 0.039 1.174 0.374
C 1.307 0.839 0.086
H -1.943 -1.703 0.197
H -1.371 0.257 -1.135
H -0.397 1.987 0.946
H 2.280 1.209 0.389
```

Values from the calculation:
Multiplicity: 1
LUMO level in eV: 0.3
Energy above the lowest of the compared OMol25 structures with the same formula, charge and spin in kJ/mol: 158.65
HOMO level in eV: -9.88

[5]
The following is a DFT calculation (ωB97M-V/def2-TZVPD) of C5H4O2 in the gas phase.

```
11
C5H4O2, DFT ωB97M-V/def2-TZVPD
C -0.393 -0.771 -0.875
C -1.121 0.442 -0.456
C -0.684 1.222 0.582
C 1.275 -0.049 0.689
C 0.890 -0.942 -0.219
H -2.094 0.604 -0.910
H -1.217 1.946 1.153
H 2.183 -0.161 1.194
H 1.529 -1.722 -0.634
O -0.917 -1.579 -1.616
O 0.547 1.009 1.091
```

Values from the calculation:
Multiplicity: 1
LUMO level in eV: 0.7
Energy above the lowest of the compared OMol25 structures with the same formula, charge and spin in kJ/mol: 64.59
Structure (SMILES): O=c1ccocc1
HOMO level in eV: -9.50

[6]
The following is a DFT calculation (ωB97M-V/def2-TZVPD) of C5H4O2 in the gas phase.

```
11
C5H4O2, DFT ωB97M-V/def2-TZVPD
O -2.052 0.898 1.551
C -1.139 0.419 0.925
O 0.163 0.907 1.186
C 1.114 0.853 0.239
C 0.896 0.241 -0.938
C -0.084 -0.799 -0.826
C -1.108 -0.732 0.038
H 2.092 1.116 0.624
H 1.534 0.289 -1.814
H 0.433 -1.677 -1.200
H -1.844 -1.505 0.220
```

Values from the calculation:
Multiplicity: 1
LUMO level in eV: 0.4
Energy above the lowest of the compared OMol25 structures with the same formula, charge and spin in kJ/mol: 110.75
Structure (SMILES): O=c1cccco1
HOMO level in eV: -9.14